(1)
ORCA calculation (ωB97M-V/def2-TZVPD) on C2H8CsN4O2 as an isolated structure in a non-equilibrium geometry.

Output
Molar mass ... 253.0 g mol⁻¹
HOMO level ... -13.170 eV
Relative energy (zero: lowest compared OMol25 entry of this formula, charge and spin) ... 1.097 eV
Net charge ... +1
E ... -470.53761 a.u.
Kohn-Sham gap ... 10.27 eV
Spin multiplicity ... 1

```
17
Properties=species:S:1:pos:R:3:forces:R:3:lowdin_charge:R:1
Cs 0.446314 0.018865 -0.812364 -0.073 -0.077 -0.043 1.120
O 3.396724 0.329325 -0.450334 -0.161 0.327 0.724 -0.142
O -2.464006 -0.614905 -0.509934 4.444 1.488 1.167 -0.111
N 3.931984 0.167015 1.739716 -0.611 -3.676 4.250 0.175
N 4.181904 2.037305 0.832686 0.051 3.501 -1.464 0.165
N -4.103816 -0.448645 -1.939384 -1.947 2.379 -4.195 0.191
N -4.220086 -1.856255 -0.289744 -2.362 -2.984 2.301 0.190
C -3.542166 -0.942775 -0.895764 -0.008 -0.196 0.435 -0.836
C 3.745034 0.809295 0.645056 0.442 -0.212 -3.284 -0.774
H 3.837544 -0.835535 1.817636 -0.275 0.272 -0.045 0.135
H -5.173156 -2.038615 -0.569904 0.221 -0.227 0.428 0.124
H 4.266454 2.443935 1.753336 0.336 0.075 -0.562 0.121
H -5.086026 -0.579905 -2.134654 0.298 0.038 -0.058 0.126
H -3.907186 -2.085115 0.642896 -0.302 -0.217 -0.234 0.133
H 3.955234 0.716085 2.587116 0.349 -0.670 0.038 0.124
H 4.384934 2.557275 -0.009044 -0.242 0.406 0.449 0.129
H -3.649686 0.322645 -2.407324 -0.160 -0.227 0.093 0.129
```
Forces are in eV/Å.



(2)
ORCA calculation (ωB97M-V/def2-TZVPD) on a 2-piece molecular cluster, C4H10N2 overall in a non-equilibrium geometry.

Output
Molar mass ... 86.1 g mol⁻¹
HOMO level (spin up / spin down) ... -11.611 / -11.562 eV
Relative energy (zero: lowest compared OMol25 entry of this formula, charge and spin) ... 4.378 eV
Expectation value of S² ... 0.7541
Net charge ... +1
E ... -267.48784 a.u.
Kohn-Sham gap (spin up / spin down) ... 5.32 / 3.02 eV
Spin multiplicity ... 2

```
16
Properties=species:S:1:pos:R:3:forces:R:3:lowdin_charge:R:1
N 1.587961 -0.934590 0.381238 0.567 -0.479 -0.368 -0.014
N 2.909053 -2.747975 -0.092162 -0.670 -0.130 0.445 0.075
C 2.424475 -1.540441 -0.434919 -2.262 2.710 2.218 -0.385
C -2.466763 1.432362 0.516521 0.128 2.276 -3.291 0.113
C -3.098896 1.560740 -0.929344 1.016 -4.397 1.461 0.007
C -1.370697 2.269680 0.823785 -1.469 -2.660 -1.647 0.267
H -0.461654 2.445743 0.316368 0.579 0.252 -1.078 0.109
H -1.491852 2.686017 1.734965 0.078 1.551 3.223 0.074
H -3.331172 2.487540 -1.264081 -0.506 3.502 -0.198 0.055
H 1.357299 0.055979 0.195886 0.552 -0.990 -0.648 -0.008
H -3.982024 0.946394 -1.178389 0.351 0.024 0.991 0.107
H -2.908687 0.947460 1.365010 -0.569 -0.521 0.113 0.134
H 3.506937 -3.129152 -0.783302 0.460 -1.046 -0.025 0.079
H 2.551867 -3.273613 0.758734 0.765 1.182 -1.856 0.149
H -2.368394 1.244746 -1.690401 0.442 -0.109 0.451 0.117
H 2.719878 -0.967213 -1.334579 0.538 -1.164 0.209 0.121
```
Forces are in eV/Å.



(3)
ORCA calculation (ωB97M-V/def2-TZVPD) on a 5-piece molecular cluster, C18H42O14P2 overall in a non-equilibrium geometry.

Output
SMILES string ... COP(=O)(OC)OC.COP(=O)(OC)OC.CCOC(C)=O.CCOC(C)=O.CCOC(C)=O
Molar mass ... 544.5 g mol⁻¹
HOMO level ... -10.350 eV
Relative energy (zero: lowest compared OMol25 entry of this formula, charge and spin) ... 0.000 eV
E ... -2447.32252 a.u.
Kohn-Sham gap ... 10.89 eV
Spin multiplicity ... 1

```
76
Properties=species:S:1:pos:R:3:forces:R:3:lowdin_charge:R:1
P -20.675833 9.048016 0.926595 -0.684 0.585 0.690 0.336
P -14.136874 9.966324 4.062812 -0.210 0.142 0.235 0.323
O -14.007778 9.744926 2.513078 0.519 -0.230 -0.576 -0.202
O -21.226751 10.115004 -0.104564 0.172 -0.193 -0.284 -0.199
O -14.556825 11.303696 4.460850 -0.104 0.099 0.248 -0.211
O -12.725611 9.477475 4.572340 0.326 0.082 -0.472 -0.187
O -15.139199 8.846316 4.554865 -0.501 -0.025 -0.081 -0.234
O -22.076756 9.869064 5.930856 0.182 -0.269 -0.247 0.098
O -14.137164 7.058673 7.908582 0.330 0.269 -0.622 -0.005
O -19.742798 9.916305 1.882853 0.385 -0.123 -0.075 -0.237
O -17.604379 14.800981 2.329987 0.338 -0.515 -0.600 0.110
O -20.128771 7.812349 0.386314 0.565 -0.164 -0.320 -0.208
O -21.930538 8.897780 1.862724 -0.087 0.143 -0.234 -0.191
O -19.779932 14.754923 2.867329 -0.333 0.126 -0.814 -0.006
O -20.023357 10.818029 5.983882 0.209 -0.290 -0.185 -0.018
O -15.551010 6.108843 9.343784 -0.038 0.036 0.033 0.099
C -18.681063 15.323526 2.326464 0.003 0.614 1.092 -0.540
C -19.612804 10.090482 4.797921 0.039 0.400 0.294 -0.213
C -18.705355 8.971259 5.235481 0.244 -0.447 0.202 -0.047
C -21.463673 11.274934 7.774071 -0.565 0.493 -0.481 0.025
C -18.364048 10.167037 1.593752 -0.048 -0.172 -0.716 -0.089
C -20.775552 10.030364 -1.460799 0.562 0.988 -0.280 -0.095
C -21.924804 7.917795 2.888429 -0.075 -0.521 1.163 -0.098
C -21.238484 10.548006 6.464995 -0.252 0.533 0.699 -0.553
C -18.935481 16.755186 1.928014 0.151 -0.422 -0.293 0.023
C -19.769944 13.337231 2.997347 0.337 -0.763 0.599 -0.227
C -20.991135 12.908374 3.750675 -1.425 -0.089 0.773 -0.056
C -15.362894 6.775469 8.356857 -0.379 -0.807 0.334 -0.543
C -13.064651 6.471727 8.655073 -0.009 0.070 1.353 -0.224
C -16.486724 7.315121 7.534140 0.142 0.792 -0.917 0.022
C -15.001957 7.463259 4.182614 0.426 0.396 0.081 -0.073
C -14.655029 10.660264 1.628622 -0.124 0.368 -0.477 -0.072
C -12.292411 9.874078 5.860430 0.141 -0.018 1.407 -0.093
C -11.781027 7.206194 8.395139 0.438 -0.051 -0.818 -0.078
H -12.928489 10.632840 6.319136 -0.121 0.072 -0.326 0.090
H -21.007729 10.983938 -1.939502 -0.681 -0.230 0.045 0.089
H -20.500359 9.797774 4.251140 0.051 -0.239 0.050 0.080
H -18.092611 9.850864 0.581170 -0.104 -0.234 0.096 0.090
H -18.849930 16.849932 0.843977 -0.228 -0.115 -0.014 0.090
H -11.274507 10.262495 5.866207 -0.010 -0.020 -0.551 0.095
H -17.181219 6.539107 7.223914 -0.144 -0.158 0.599 0.098
H -14.298236 10.538441 0.606245 0.213 -0.551 0.172 0.092
H -20.900180 12.981573 4.835639 0.377 0.212 -0.038 0.075
H -21.240707 12.336395 7.644371 0.373 -0.108 0.016 0.085
H -11.423498 7.029212 7.376009 -0.048 0.134 0.015 0.078
H -17.783216 9.366033 5.665599 -0.040 0.104 -0.083 0.075
H -19.730911 12.837250 2.028041 -0.024 0.355 -0.217 0.117
H -16.190901 7.784245 6.593952 0.439 0.069 0.245 0.048
H -15.723469 10.457613 1.637137 -0.055 0.272 0.045 0.063
H -19.171770 8.353648 6.007006 -0.165 0.031 -0.091 0.087
H -19.923959 17.043809 2.267175 0.068 0.334 -0.030 0.083
H -21.889671 13.488582 3.523070 0.239 0.182 -0.370 0.089
H -12.301503 9.018360 6.536267 -0.099 -0.087 -0.256 0.052
H -21.298675 11.875703 3.581162 0.380 -0.060 -0.331 0.074
H -18.420575 8.301524 4.420200 -0.112 0.141 -0.137 0.076
H -18.122514 17.362039 2.318641 -0.174 0.099 0.271 0.089
H -22.529562 11.249008 7.991385 0.077 -0.367 0.221 0.085
H -19.073666 10.817787 4.198107 0.035 0.020 -0.006 0.100
H -16.967072 8.100868 8.116673 -0.323 -0.234 0.059 0.101
H -11.892678 8.280403 8.538315 -0.129 -0.027 0.060 0.075
H -10.975983 6.878469 9.052011 -0.184 -0.175 0.163 0.082
H -22.226031 8.377365 3.832582 -0.139 0.184 -0.211 0.075
H -20.949046 7.466764 3.092573 0.095 0.133 -0.442 0.089
H -14.377666 7.360615 3.295448 -0.025 -0.027 -0.009 0.088
H -20.865586 10.876449 8.587790 0.030 -0.074 -0.013 0.087
H -17.752847 9.610490 2.300748 0.080 0.190 0.114 0.079
H -22.623095 7.112022 2.667016 0.000 0.097 -0.264 0.094
H -19.682669 10.048077 -1.540890 -0.063 -0.669 0.274 0.084
H -18.180973 11.239784 1.613909 0.010 0.005 0.431 0.084
H -14.529691 6.962224 5.026019 -0.128 -0.273 -0.087 0.082
H -14.426741 11.695140 1.877395 -0.258 -0.056 0.392 0.093
H -21.216942 9.180723 -1.967187 0.056 -0.037 -0.101 0.092
H -13.294946 6.567626 9.719007 -0.159 -0.024 -0.079 0.121
H -18.886276 13.021835 3.556775 0.140 0.139 -0.147 0.120
H -13.026607 5.397183 8.473540 0.098 0.054 -0.312 0.132
H -15.996112 7.082600 3.967465 -0.021 -0.096 0.133 0.087
```
Forces are in eV/Å.



(4)
ORCA calculation (ωB97M-V/def2-TZVPD) on a 2-piece molecular cluster, C2H4O2S3 overall in a non-equilibrium geometry.

Output
Molar mass ... 156.3 g mol⁻¹
HOMO level ... -8.424 eV
Relative energy (zero: lowest compared OMol25 entry of this formula, charge and spin) ... 2.565 eV
E ... -1423.53531 a.u.
Kohn-Sham gap ... 8.49 eV
Spin multiplicity ... 1

```
11
Properties=species:S:1:pos:R:3:forces:R:3:lowdin_charge:R:1
S -0.188824 1.819625 1.205136 -0.036 0.335 -0.120 0.665
S 1.331606 0.900166 -1.141337 0.461 1.175 0.695 0.743
S -1.550069 0.009151 -0.581297 0.150 0.105 0.084 0.786
O -0.976434 -1.441275 -1.138746 -1.293 -1.407 -3.395 -0.527
O 1.703107 -0.964129 1.742928 0.010 -0.165 -0.847 0.067
C 0.026989 0.540271 -0.034968 0.357 -1.271 3.019 -1.466
C 0.585780 -0.832462 1.408121 -0.245 2.278 -0.483 -0.211
H -1.338554 -1.640617 -2.107167 1.158 0.815 3.033 0.119
H 1.052883 -0.147445 -1.821923 -0.078 -1.540 -1.307 -0.171
H -0.399540 2.865547 0.379110 -0.032 -0.136 0.023 -0.119
H -0.246948 -1.108832 2.090144 -0.453 -0.188 -0.703 0.112
```
Forces are in eV/Å.



Question: Which value of spin multiplicity does entry 4 give?
Answer: 1